12 unconnected molecules or ions with the total composition C36H96O36S12 at a distorted geometry, computed with wB97M-V/def2-TZVPD.

Each line ends with the Mulliken charge.
Element x y z (Å)
C (0.60, 0.26, 3.80)  -0.66
C (-6.02, 7.11, -1.20)  -0.22
S (-2.55, 4.88, 3.47)  0.94
H (-2.43, 2.92, 7.03)  0.34
O (-1.80, -6.63, -2.40)  -0.35
C (6.15, -0.69, -1.27)  -1.19
O (-5.88, -2.07, -1.14)  -0.71
C (8.16, -3.03, -2.15)  -0.89
C (-4.03, -7.50, -2.43)  -1.70
H (2.59, 3.79, 1.92)  -0.03
H (-4.47, -0.28, -2.25)  0.51
O (-3.21, 6.02, 2.87)  -0.64
C (-0.80, 4.83, 2.95)  -0.50
H (-7.13, 7.23, -3.03)  0.27
S (2.45, -2.39, -5.17)  1.19
O (5.94, -4.38, -2.75)  -0.59
H (-4.77, 7.11, 6.30)  0.38
H (-6.04, -4.57, -2.48)  0.44
H (-4.98, -7.31, -1.91)  0.40
H (2.10, 0.48, 0.85)  -0.57
C (-0.99, -1.87, -6.81)  -1.31
O (4.38, 7.33, 0.41)  -0.64
H (-1.52, -1.03, -7.25)  0.41
H (6.77, -1.21, -0.54)  0.17
H (3.63, -6.65, -0.14)  0.48
H (-2.00, 0.20, -2.02)  -0.74
O (-0.44, 0.74, -0.41)  0.17
C (-2.89, 6.20, 5.77)  -0.23
H (8.88, -3.84, -2.23)  0.38
H (6.78, -0.06, -1.89)  0.38
H (2.88, 5.67, -1.59)  0.32
H (-4.65, 6.49, 4.68)  0.30
H (-3.29, -4.64, 3.50)  0.59
O (-2.30, 5.10, 5.05)  -0.17
H (5.48, 3.49, 1.21)  0.44
C (3.53, -5.82, -0.83)  -0.83
H (-2.93, -8.37, 1.61)  0.28
S (1.16, 1.57, 4.94)  1.09
O (-3.55, -2.17, -1.96)  -0.12
H (2.22, -4.59, -4.27)  0.40
O (-0.66, -6.77, 3.74)  -0.64
O (-4.26, -3.88, -0.41)  -0.37
H (-4.05, 4.48, 0.72)  0.42
H (4.66, -4.37, 2.64)  0.30
O (2.03, 1.01, 5.94)  -0.71
H (-1.71, -0.93, -3.35)  -0.02
H (1.60, -3.30, -3.23)  -0.41
H (-0.89, 4.20, 2.07)  -0.30
H (-3.31, -5.96, -1.13)  -0.16
C (-2.34, 0.91, 1.09)  -0.95
C (-2.96, -6.89, -1.55)  0.88
C (5.09, -4.60, 1.67)  -0.41
O (1.45, 3.32, -0.40)  -0.01
H (-0.58, 5.84, 2.60)  0.50
O (0.12, -1.18, 1.09)  -0.49
C (-2.85, -4.57, 2.51)  -0.66
S (0.39, -0.62, -0.22)  0.77
H (-2.61, 0.66, -3.46)  0.54
C (-1.41, 3.13, 7.36)  -0.94
H (0.33, 3.12, -2.81)  0.61
C (-3.56, 4.95, -0.13)  -0.73
C (-1.32, 4.23, -3.65)  -1.12
S (-1.94, -6.96, 3.14)  1.23
H (5.50, -0.03, -0.68)  0.11
C (0.23, -1.41, -6.07)  -0.01
O (-5.92, 5.72, -0.89)  -0.31
H (7.17, -4.87, 2.12)  0.42
S (2.97, -4.40, 0.08)  0.79
H (-3.43, 6.01, 0.10)  0.42
O (4.15, 4.94, 0.45)  -0.16
O (6.34, 5.97, 1.03)  -0.63
C (4.32, 6.15, 2.78)  -0.85
H (2.90, 2.22, 1.57)  -0.90
H (-1.65, -2.46, -6.16)  0.22
S (-0.51, -5.99, -1.69)  1.13
H (3.32, -3.53, -3.26)  -0.30
H (-7.37, 8.56, -1.90)  0.37
C (-1.90, -8.26, 1.93)  -0.50
H (-2.54, 5.95, 6.78)  0.37
H (2.73, -0.65, -0.35)  -0.42
O (5.94, -1.97, -3.25)  -0.42
H (-0.29, 1.63, 1.49)  -0.26
H (1.31, 6.32, -2.21)  0.43
H (3.24, 6.26, 2.73)  0.16
O (0.71, 5.57, 0.40)  -0.66
H (-8.13, 6.93, -1.64)  0.30
H (4.92, -5.67, 1.50)  0.34
H (-4.08, -1.32, -3.72)  0.34
C (-0.61, 3.56, -2.48)  0.15
C (-1.00, -4.25, -1.54)  0.93
C (-4.41, 6.26, 5.71)  -1.11
O (-0.28, 1.85, 5.62)  -0.14
O (-3.14, -7.10, 3.95)  -0.65
H (-1.97, -2.61, 3.04)  0.37
H (1.50, 0.05, 3.22)  0.22
O (-5.17, 3.49, -1.60)  -0.67
H (1.88, 4.83, -2.87)  0.33
H (-5.13, 7.43, -1.77)  0.34
O (-4.19, 5.50, -2.67)  -0.73
O (4.36, -3.88, 0.65)  0.12
H (6.75, -3.21, 1.61)  0.24
H (-0.78, 5.13, -3.96)  0.36
C (-1.00, 1.49, 0.67)  2.02
H (-2.91, 1.65, 1.64)  0.30
O (0.58, -6.06, -2.62)  -0.70
H (6.74, -4.44, 0.39)  0.17
H (-5.00, 5.38, 5.98)  0.28
C (-0.34, 2.11, 7.02)  -0.40
H (4.41, -5.55, -1.42)  0.20
H (4.86, -2.43, -1.46)  -0.38
H (-0.77, -2.53, -7.65)  0.38
S (6.78, -3.32, -3.27)  1.22
H (4.29, -1.06, -2.33)  0.22
H (3.89, 2.90, 2.86)  0.71
H (2.76, -6.09, -1.56)  0.15
O (3.29, -2.91, -6.22)  -0.69
H (-2.13, 0.12, 1.82)  0.14
H (-1.55, 3.21, 8.44)  0.46
H (-5.61, -3.33, -3.63)  0.46
C (-7.25, 7.48, -1.98)  -1.22
H (-1.38, 3.50, -4.46)  0.40
H (-5.90, 7.69, -0.28)  0.39
H (4.77, 5.24, 3.20)  0.30
H (-3.70, -4.41, 1.85)  0.11
H (-2.03, -4.09, -1.21)  -0.91
O (1.55, 2.75, 4.21)  -0.50
O (-3.17, 3.58, 3.34)  -0.64
H (-0.07, -0.70, -5.28)  0.09
H (-1.40, -9.07, 2.44)  0.48
H (-2.59, -7.62, -0.82)  0.09
O (2.53, -3.38, -0.85)  0.07
H (7.95, -2.83, -1.10)  0.14
O (0.28, -1.41, -1.41)  -0.30
H (0.63, 2.48, 7.33)  0.38
O (0.88, -2.56, -5.50)  -0.23
O (-0.46, 4.53, -1.42)  0.06
H (-0.92, -3.80, -2.53)  0.25
C (4.46, 3.60, 0.84)  -0.55
S (0.96, 4.65, -0.66)  0.61
O (2.19, -4.85, 1.18)  -0.70
H (4.84, 6.96, 3.29)  0.50
C (-5.20, -3.98, -2.85)  -1.09
H (-4.39, -4.61, -3.19)  0.20
H (8.68, -2.15, -2.55)  0.36
S (-4.71, 4.85, -1.50)  1.28
H (-1.16, 2.49, 0.26)  -1.36
H (-2.62, 4.49, -0.41)  -0.07
O (2.71, -1.07, -4.67)  -0.61
H (-1.21, 4.11, 6.92)  0.01
H (-0.10, 4.62, 3.74)  0.48
H (-2.93, 0.48, 0.28)  0.04
H (2.06, 0.99, -0.88)  0.29
C (2.43, -3.60, -3.88)  0.43
S (4.92, 6.19, 1.09)  1.14
H (0.92, -0.79, -6.65)  0.46
H (-0.28, 0.66, 3.31)  0.13
H (0.31, -0.55, 4.45)  0.48
O (-2.20, -5.77, 2.07)  -0.21
H (4.33, 2.93, -0.01)  0.14
O (-0.36, -6.57, -0.39)  -0.74
C (-2.44, -0.27, -2.90)  0.16
H (-0.47, 1.25, 7.68)  0.24
H (-0.92, -3.79, 2.27)  0.16
O (7.40, -3.44, -4.57)  -0.66
H (-1.19, 2.74, -2.05)  -0.15
C (6.56, -4.27, 1.45)  -1.03
H (-0.39, -3.75, -0.80)  -0.12
C (-1.93, -3.37, 2.27)  -0.30
S (-4.81, -2.99, -1.41)  1.07
C (3.45, 3.11, 1.89)  0.55
C (5.20, -1.58, -2.04)  1.10
H (-2.34, 4.53, -3.40)  0.06
C (1.89, 5.43, -1.96)  -1.07
H (-2.15, -2.94, 1.29)  -0.07
H (-3.91, -8.57, -2.61)  0.40
C (2.02, 0.16, -0.18)  0.19
C (-3.78, -0.96, -2.74)  -0.65
H (-1.19, -7.88, 1.19)  -0.06
H (-2.52, 7.20, 5.57)  0.26
H (-4.17, -7.09, -3.43)  0.36

Properties
- Structure (SMILES): CCOS(C)(=O)=O.CCOS(C)(=O)=O.CCOS(C)(=O)=O.CCOS(C)(=O)=O.CCOS(C)(=O)=O.CCOS(C)(=O)=O.CCOS(C)(=O)=O.CCOS(C)(=O)=O.CCOS(C)(=O)=O.CCOS(C)(=O)=O.CCOS(C)(=O)=O.CCOS(C)(=O)=O
- Gap between HOMO and LUMO: 10.29 eV
- Lowest unoccupied orbital energy: 0.2 eV
- HOMO: -0.3721 Ha
- Largest force on an atom: 2.008 eV/Å
- ΔE to the lowest compared entry with this formula, charge and spin: 70.3 kcal per mole